Here is C19H21N3O3 in the gas phase from the Open Molecules 2025 dataset. Energies are from ωB97M-V/def2-TZVPD.

```
! wB97M-V def2-TZVPD RIJCOSX def2/J DEFGRID3
* xyz 0 1
C -3.4535 -2.0571 1.7030
C -2.2892 -2.7142 0.9707
C -2.3203 -2.4604 -0.5388
O -1.9512 -1.1317 -0.8575
C -2.9066 -0.1454 -0.8493
C -4.1585 -0.2680 -1.4309
C -5.0288 0.8097 -1.4512
C -4.6500 2.0197 -0.9007
C -3.4025 2.1607 -0.3177
C -2.5258 1.0857 -0.2801
N -1.2687 1.1326 0.3250
C -0.5643 2.2169 0.7152
O -0.9227 3.3714 0.6105
C 0.7922 1.8486 1.3170
H 0.6297 1.2281 2.2003
H 1.2734 2.7757 1.6304
C 1.7017 1.1070 0.3215
N 3.0647 1.5784 0.4507
C 4.0940 0.8471 -0.0994
C 5.3088 1.4165 -0.4661
C 6.3345 0.6242 -0.9501
C 6.1660 -0.7440 -1.0783
C 4.9655 -1.3276 -0.7065
C 3.9387 -0.5408 -0.2173
N 2.7299 -1.1018 0.2107
C 1.6342 -0.4050 0.5546
O 0.6337 -0.9487 0.9880
H 2.6799 -2.1095 0.2951
H 4.8247 -2.3954 -0.7887
H 6.9660 -1.3583 -1.4600
H 7.2703 1.0812 -1.2329
H 5.4419 2.4834 -0.3647
H 3.1629 2.5812 0.3780
H 1.3191 1.2716 -0.7073
H -0.8366 0.2153 0.4476
H -3.0979 3.0996 0.1133
H -5.3262 2.8605 -0.9215
H -6.0003 0.6987 -1.9088
H -4.4562 -1.2017 -1.8843
H -3.3055 -2.7118 -0.9450
H -1.5690 -3.0841 -1.0323
H -2.3176 -3.7938 1.1323
H -1.3432 -2.3328 1.3576
H -3.4066 -2.2887 2.7644
H -4.4047 -2.4173 1.3144
H -3.4260 -0.9760 1.5893
*
```

## Properties
Energy above the lowest of the compared OMol25 structures with the same formula, charge and spin, eV: 0.738
LUMO, eV: 0.66
Gap between HOMO and LUMO, eV: 8.67
SMILES: CCCOc1ccccc1NC(=O)C[C@H]1Nc2ccccc2NC1=O